Entry from the Open Molecules 2025 dataset: a gas-phase ion, C3H8N5 (charge +1) in a non-equilibrium geometry (the ωB97M-V functional and the def2-TZVPD basis).

Relative energy (zero: lowest compared OMol25 entry of this formula, charge and spin), kJ/mol: 487.43
E_tot, eV: -10679.4287
Total charge: +1
E_HOMO (alpha / beta), eV: -11.19 / -11.19
2S+1: 1
Orbital gap (alpha / beta), eV: 7.2 / 7.2

Positions of all 16 atoms, in Å:
C -2.35504 -0.18377 0.91305
C 0.89929 0.63619 0.41781
C 2.24460 0.60103 0.00240
N -1.40630 0.81451 1.03989
N -0.25780 0.70344 0.70594
N -2.05442 -1.29358 0.36703
N -2.96769 -2.26493 0.37052
N 2.45552 1.18685 -1.51248
H -3.22501 0.14881 1.43126
H 2.74807 1.29396 0.65910
H 2.50040 -0.36388 -0.05930
H -3.68309 -2.10500 1.05953
H -2.45296 -3.11552 0.45057
H 2.54651 0.45119 -2.23737
H 1.69817 1.78287 -1.84852
H 3.30977 1.70784 -1.75943

Entry from the Open Molecules 2025 dataset: 2 unconnected molecules or ions with the total composition C11H16NS in a non-equilibrium geometry (the ωB97M-V functional and the def2-TZVPD basis).

Relative energy (zero: lowest compared OMol25 entry of this formula, charge and spin), kJ/mol: 171.53
E_tot, eV: -23982.7738
Total charge: +1
E_HOMO (alpha / beta), eV: -12.35 / -12.35
2S+1: 1
Orbital gap (alpha / beta), eV: 8.5 / 8.5

Positions of all 29 atoms, in Å:
C 3.83427 -0.16355 0.14417
C 3.19736 0.68519 -0.74769
C 3.10136 -1.12874 0.81274
C 1.84034 0.56150 -0.97686
C 1.73970 -1.24284 0.60195
C 1.08825 -0.39467 -0.29500
C -2.65042 0.00269 -0.33139
C -2.75606 -1.49353 -0.08747
C -0.35956 -0.55359 -0.53683
C -1.04783 1.82380 -0.42100
C -1.11668 0.41869 1.51493
N -1.28693 0.44864 0.04365
S -1.04811 -2.15215 -0.25949
H 4.89820 -0.08567 0.29891
H 3.76094 1.43077 -1.28603
H 3.58641 -1.80644 1.49952
H 1.37032 1.17880 -1.72895
H 1.17980 -1.99869 1.13314
H -2.79064 0.22202 -1.39115
H -3.39019 0.55743 0.24922
H -3.11103 -1.74204 0.91279
H -3.39824 -1.98289 -0.81825
H -0.47521 -0.32469 -2.38105
H -1.14350 1.87263 -1.50521
H -1.77357 2.49367 0.03832
H -0.04492 2.13924 -0.13792
H -0.11968 0.77160 1.77480
H -1.85745 1.05962 1.98846
H -1.22694 -0.59679 1.89166

Entry from the Open Molecules 2025 dataset: a gas-phase ion, C6H4Cl2NO4S (charge -1) in a non-equilibrium geometry (the ωB97M-V functional and the def2-TZVPD basis).

Relative energy (zero: lowest compared OMol25 entry of this formula, charge and spin), kJ/mol: 0.00
E_tot, eV: -51842.2329
Total charge: -1
E_HOMO, eV: -4.39
2S+1: 1
Orbital gap, eV: 6.8

Positions of all 18 atoms, in Å:
C 1.07387 0.02629 1.13471
C 0.37911 1.19841 1.05466
C 0.75519 -1.15983 0.48644
C -0.35971 -1.20919 -0.30006
C -0.88387 1.45456 0.23192
C -1.32692 0.58138 -0.82125
N 1.51330 -2.30812 0.88681
O 2.68575 -2.08111 1.20602
O -1.34518 2.07920 -2.81749
O 1.00991 -3.41577 0.78232
O 0.77546 0.62745 -2.53129
S -0.70177 0.73352 -2.61814
Cl -1.04864 -2.58021 -1.03781
Cl -2.09379 1.42494 1.71280
H 1.93870 -0.05819 1.72771
H 0.90014 2.00216 1.77365
H -0.94682 2.50817 -0.14250
H -2.32472 0.17634 -0.72850

Copy entry 1 word for word.
Entry from the Open Molecules 2025 dataset: a gas-phase ion, C3H8N5 (charge +1) in a non-equilibrium geometry (the ωB97M-V functional and the def2-TZVPD basis).

Relative energy (zero: lowest compared OMol25 entry of this formula, charge and spin), kJ/mol: 487.43
E_tot, eV: -10679.4287
Total charge: +1
E_HOMO (alpha / beta), eV: -11.19 / -11.19
2S+1: 1
Orbital gap (alpha / beta), eV: 7.2 / 7.2

Positions of all 16 atoms, in Å:
C -2.35504 -0.18377 0.91305
C 0.89929 0.63619 0.41781
C 2.24460 0.60103 0.00240
N -1.40630 0.81451 1.03989
N -0.25780 0.70344 0.70594
N -2.05442 -1.29358 0.36703
N -2.96769 -2.26493 0.37052
N 2.45552 1.18685 -1.51248
H -3.22501 0.14881 1.43126
H 2.74807 1.29396 0.65910
H 2.50040 -0.36388 -0.05930
H -3.68309 -2.10500 1.05953
H -2.45296 -3.11552 0.45057
H 2.54651 0.45119 -2.23737
H 1.69817 1.78287 -1.84852
H 3.30977 1.70784 -1.75943